The following is a quantum chemistry calculation of a 10-piece molecular cluster, C19H58N19O11 overall at a distorted geometry, from OMol25.

Geometry (Å):
C  -4.766  -5.092  1.907
C  -3.758  -4.881  0.780
C  -4.441  -4.506  -0.537
C  -2.655  -3.887  1.239
C  -2.986  -2.415  0.990
C  -1.269  -4.275  0.696
O  -0.729  -3.275  -0.200
C  0.585  -2.927  -0.082
C  1.253  -2.981  -1.461
N  1.090  -1.676  -2.187
C  1.566  -0.452  -1.411
C  1.757  -0.852  0.043
O  0.637  -1.610  0.449
H  -5.727  -5.465  1.540
H  -4.980  -4.175  2.465
H  -4.403  -5.799  2.655
H  -3.241  -5.833  0.604
H  -3.763  -4.589  -1.395
H  -4.821  -3.482  -0.521
H  -5.291  -5.164  -0.727
H  -2.603  -3.999  2.328
H  -2.159  -1.762  1.275
H  -3.199  -2.213  -0.062
H  -3.861  -2.122  1.574
H  -0.539  -4.399  1.504
H  -1.313  -5.212  0.134
H  1.117  -3.609  0.601
H  0.758  -3.754  -2.048
H  2.324  -3.176  -1.424
H  1.640  -1.714  -3.045
H  0.116  -1.564  -2.470
H  2.463  -0.079  -1.901
H  0.807  0.319  -1.504
H  2.703  -1.381  0.216
H  1.758  0.060  0.641
C  2.559  2.929  -2.948
O  1.803  1.945  -2.878
N  3.203  3.246  -4.099
N  2.797  3.726  -1.897
H  3.824  4.033  -4.165
H  3.113  2.636  -4.887
H  2.390  3.521  -1.002
H  3.429  4.507  -1.955
C  4.943  3.001  1.267
O  3.831  3.354  0.897
N  5.241  1.682  1.514
N  5.964  3.872  1.444
H  6.151  1.368  1.797
H  4.507  1.009  1.406
H  5.784  4.843  1.256
H  6.893  3.594  1.698
C  4.336  2.998  5.901
O  4.016  3.270  7.039
N  5.551  3.350  5.370
N  3.512  2.311  5.045
H  5.815  3.134  4.429
H  6.184  3.854  5.963
H  2.611  2.046  5.394
H  3.765  2.099  4.099
C  -5.304  -4.508  6.018
O  -4.836  -5.196  5.122
N  -4.662  -4.322  7.211
N  -6.501  -3.865  5.920
H  -5.060  -3.780  7.956
H  -3.790  -4.797  7.348
H  -7.025  -3.982  5.074
H  -6.870  -3.303  6.673
C  6.389  3.597  -2.545
O  6.338  4.708  -2.031
N  5.651  2.556  -2.070
N  7.154  3.323  -3.641
H  5.633  1.645  -2.498
H  5.059  2.772  -1.289
H  7.702  4.072  -4.021
H  7.152  2.426  -4.090
C  -0.687  5.337  -4.407
O  0.113  6.217  -4.680
N  -0.289  4.033  -4.222
N  -2.030  5.531  -4.287
H  -0.911  3.304  -3.917
H  0.694  3.853  -4.314
H  -2.371  6.461  -4.445
H  -2.668  4.750  -4.243
C  -2.912  2.461  -5.971
O  -3.023  2.699  -4.767
N  -1.884  2.970  -6.698
N  -3.804  1.668  -6.626
H  -1.713  2.763  -7.663
H  -1.299  3.606  -6.174
H  -4.579  1.312  -6.097
H  -3.767  1.507  -7.614
C  5.121  -0.318  -4.009
O  5.373  0.565  -3.202
N  6.069  -1.096  -4.585
N  3.815  -0.591  -4.371
H  5.867  -1.794  -5.276
H  7.027  -0.909  -4.350
H  3.139  0.068  -4.011
H  3.556  -1.303  -5.028
C  -8.646  -1.405  7.736
O  -7.778  -2.137  8.194
N  -8.705  -0.079  8.037
N  -9.617  -1.870  6.897
H  -9.418  0.533  7.691
H  -8.005  0.282  8.658
H  -9.643  -2.858  6.723
H  -10.350  -1.291  6.533

## Properties
Charge: +1
ΔE to the lowest compared entry with this formula, charge and spin: 0.0000 eV
Kohn-Sham gap: 7.95 eV
Total energy: -2626.88821 Eh
HOMO level: -0.4008 hartree